{"formula": "C4H2LiO2Zn", "method": "wB97M-V/def2-TZVPD", "elements": ["C", "C", "O", "Li", "H", "C", "C", "O", "Zn", "H"], "coordinates": [[-0.05164, -1.13218, -1.53401], [0.11632, -1.29908, -0.26980], [-0.29749, -1.11623, -2.69752], [-0.75613, -0.25319, -4.27821], [0.79125, -2.08342, 0.08781], [0.96845, 1.93519, 1.88800], [-0.12632, 1.46399, 2.23096], [-1.04823, 0.60709, 2.03643], [-1.32266, -0.74194, 0.98030], [1.72646, 2.61979, 1.55603]], "atomic_forces_ev_per_a": [[-0.10, -1.30, 1.04], [-0.78, -0.62, -0.82], [-0.02, 0.99, -0.51], [0.17, -0.19, 0.20], [0.06, 0.55, -0.08], [-1.71, 0.19, 0.82], [3.47, 0.25, -2.63], [-2.26, 0.72, 2.46], [1.34, -0.43, -1.05], [-0.16, -0.16, 0.56]], "mulliken_charge": [0.666, -0.624, -0.596, 0.971, 0.540, -0.435, 0.228, -0.550, 0.459, 0.340], "orbital_gap_ev": 6.08, "homo_energy_ev": -11.1, "total_charge": 1, "molar_mass_g_mol": 154.39, "e_lumo_ha": -0.1856, "e_tot_ha": -2090.58330}

{"formula": "C8H10O3", "method": "wB97M-V/def2-TZVPD", "elements": ["C", "C", "C", "C", "C", "C", "C", "C", "H", "H", "H", "H", "H", "H", "H", "H", "H", "H", "O", "O", "O"], "coordinates": [[-2.27756, -2.02586, -0.10464], [-0.01280, -1.40453, -0.57841], [1.27725, -1.58190, -0.18401], [2.10719, -0.80357, 0.45770], [1.90851, 0.62731, 0.59166], [0.62970, 0.91696, 0.17400], [0.41934, 3.16854, 0.82075], [-0.35410, -0.01967, -0.25867], [-2.31403, -1.87310, 1.16445], [-3.10186, -2.68362, -0.31248], [-2.67288, -0.94418, -0.36518], [1.64455, -2.52854, -0.49762], [3.34202, -1.07500, 0.16001], [2.80009, 1.20990, 1.04241], [0.84999, 2.83239, 1.76641], [1.15915, 3.91716, 0.38487], [-0.53860, 3.95667, 1.03613], [-1.38931, 1.71817, -0.88961], [-1.02551, -2.34914, -0.93202], [-0.06943, 2.05533, 0.28330], [-1.65060, 0.56963, -0.47623]], "atomic_forces_ev_per_a": [[-0.75, 3.18, 1.67], [-4.12, 4.19, 1.77], [-1.13, -5.09, -1.84], [6.97, 3.83, -1.19], [0.97, -1.90, 0.78], [-0.89, -0.33, 0.74], [-0.73, 5.06, 3.18], [-1.40, -1.08, -1.94], [1.37, -1.06, -3.43], [0.38, -0.87, -0.50], [0.99, -2.61, 0.06], [0.55, -1.00, 0.06], [-3.62, 0.47, 1.83], [-2.21, -0.47, -1.05], [0.10, 0.77, 0.51], [-0.53, -1.68, -0.64], [2.42, -2.40, -0.34], [-0.94, -5.21, 2.20], [-0.03, 1.72, 2.52], [-0.39, 1.02, -2.25], [2.99, 3.43, -2.13]], "mulliken_charge": [-0.705, 0.102, -0.339, -0.588, -0.434, 0.708, -0.762, 0.608, 0.241, 0.369, 0.270, 0.384, 0.142, 0.317, 0.334, 0.284, 0.202, 0.427, -0.424, -0.418, -0.719], "orbital_gap_ev": 8.96, "homo_energy_ev": -8.5, "total_charge": 0, "molar_mass_g_mol": 154.16, "e_lumo_ha": 0.0182, "e_tot_ha": -536.30167}

{"formula": "C26H26F7NO21", "method": "wB97M-V/def2-TZVPD", "elements": ["H", "N", "C", "C", "C", "C", "C", "C", "F", "C", "O", "O", "C", "O", "H", "H", "H", "H", "H", "H", "H", "O", "C", "O", "C", "C", "F", "O", "H", "H", "H", "O", "C", "O", "C", "C", "F", "O", "H", "H", "H", "O", "C", "O", "C", "C", "F", "O", "H", "H", "H", "O", "C", "O", "C", "C", "F", "O", "H", "H", "H", "O", "C", "O", "C", "C", "F", "O", "H", "H", "H", "O", "C", "O", "C", "C", "F", "O", "H", "H", "H"], "coordinates": [[-2.14717, -0.59786, -0.19245], [-2.81038, 0.16875, -0.29854], [-3.62820, 0.20366, 0.64527], [-4.75837, 1.21808, 0.78849], [-6.14673, 0.67584, 0.52443], [-6.58657, -0.27227, -0.30379], [-5.75196, -1.09231, -1.29232], [-6.64253, -1.83622, -2.33461], [-4.95052, -0.24150, -2.03385], [-8.08838, -0.38208, -0.07544], [-8.85067, -1.13098, -0.51182], [-8.48877, 0.60304, 0.81104], [-7.35995, 1.23920, 1.26750], [-7.33946, 2.06561, 2.06246], [-3.51737, -0.54658, 1.46007], [-4.53543, 2.13470, 0.21424], [-4.75227, 1.54156, 1.84944], [-5.14839, -1.81745, -0.72140], [-6.09920, -1.84919, -3.29413], [-6.89503, -2.85699, -2.02158], [-7.51598, -1.19278, -2.50048], [0.38252, -2.22588, 0.33678], [0.63317, -1.18628, 0.85140], [-0.30822, -0.29656, 1.26930], [0.37934, 0.75267, 1.95126], [1.75992, 0.65663, 1.36415], [2.70167, 1.01867, 2.26730], [1.89536, -0.72917, 1.09322], [0.36782, 0.55828, 3.02568], [-0.09089, 1.71588, 1.76350], [1.89896, 1.22282, 0.44154], [6.21161, -1.04432, 5.30614], [5.71772, -1.64622, 4.40959], [4.53242, -1.31728, 3.82031], [4.36114, -2.19952, 2.70670], [5.22027, -3.37035, 3.09068], [5.75899, -3.96636, 2.00201], [6.25929, -2.76086, 3.84072], [4.70646, -1.70522, 1.79853], [3.31574, -2.47135, 2.58093], [4.71735, -4.12088, 3.70471], [4.40950, -0.28841, 0.12333], [5.43544, -0.60313, -0.38896], [6.36905, 0.27393, -0.83835], [7.50130, -0.49304, -1.25356], [6.88692, -1.83480, -1.53762], [7.75526, -2.84122, -1.27446], [5.82079, -1.89180, -0.60463], [8.23140, -0.52948, -0.44246], [7.97047, -0.05531, -2.13056], [6.49305, -1.94695, -2.54948], [-7.70944, -0.45699, -5.98241], [-8.71802, 0.00409, -5.56729], [-9.20125, -0.20833, -4.31182], [-10.35282, 0.62205, -4.15749], [-10.78079, 0.83890, -5.58316], [-11.35410, 2.05611, -5.74779], [-9.55363, 0.81227, -6.28643], [-10.06702, 1.55200, -3.66215], [-11.11570, 0.12593, -3.56064], [-11.44478, 0.06686, -5.97788], [2.00914, 3.59619, 6.86381], [2.60559, 2.57964, 6.72845], [2.90944, 2.02165, 5.52739], [3.74413, 0.88643, 5.78571], [3.38029, 0.54742, 7.20498], [4.43294, 0.02391, 7.87651], [3.06857, 1.81302, 7.76090], [4.79054, 1.17341, 5.67853], [3.53224, 0.07602, 5.09551], [2.51882, -0.11746, 7.30480], [4.54152, 0.03298, -3.65987], [5.26477, 0.89128, -4.04123], [4.85243, 2.07146, -4.56816], [6.01649, 2.87432, -4.77207], [7.10344, 1.83835, -4.86567], [8.27719, 2.30803, -4.37718], [6.63053, 0.81217, -4.01137], [6.15144, 3.54182, -3.91896], [5.92717, 3.47206, -5.67682], [7.26036, 1.43572, -5.86843]], "atomic_forces_ev_per_a": [[-0.03, 0.14, 0.09], [0.32, 0.49, -0.83], [-0.38, -0.67, 0.96], [0.21, 0.09, 0.66], [-0.05, 0.19, -0.07], [0.23, 0.08, 0.13], [-1.48, -0.87, -0.58], [0.47, 0.85, 0.12], [0.05, 0.16, 0.49], [2.48, 1.60, 0.63], [-2.25, -2.16, -1.26], [0.25, 0.08, 0.26], [1.32, -2.71, -3.09], [-0.38, 3.00, 3.00], [-0.51, 0.40, -0.14], [-0.24, -0.52, -0.09], [-0.09, -0.07, -0.42], [0.18, 0.45, -0.29], [-0.04, -0.22, 0.51], [-0.18, 0.43, -0.08], [0.03, -0.70, -0.10], [-0.03, 0.10, 0.16], [-0.03, -0.52, -0.14], [0.50, -0.16, -0.02], [-0.49, 0.44, 0.15], [0.59, 0.00, 0.35], [0.04, -0.01, -0.04], [-0.88, 0.20, -0.15], [0.22, -0.02, -0.03], [-0.13, -0.14, -0.14], [0.16, 0.00, 0.06], [-0.13, -0.03, -0.22], [0.26, 0.30, 0.23], [0.56, -0.51, 0.11], [-0.57, 0.05, -0.36], [0.34, -0.04, -0.37], [0.04, -0.10, 0.08], [-0.56, 0.14, 0.28], [0.00, -0.21, 0.11], [-0.01, 0.16, 0.14], [0.10, -0.10, -0.07], [0.38, 0.02, -0.07], [-0.32, 0.29, 0.01], [-0.20, -0.39, 0.04], [0.47, 0.43, -0.21], [0.27, -0.41, 0.21], [-0.06, -0.07, -0.03], [-0.11, 0.53, -0.29], [-0.08, -0.24, 0.02], [-0.20, 0.15, 0.03], [0.02, -0.09, 0.04], [-0.12, 0.11, 0.08], [0.58, -0.16, -0.07], [-0.12, 0.19, -0.41], [-0.21, -0.20, 0.60], [0.05, 0.53, -0.12], [-0.06, -0.03, -0.10], [-0.14, -0.50, 0.33], [-0.06, 0.10, -0.21], [0.17, -0.17, 0.00], [-0.08, 0.13, -0.05], [0.11, -0.11, 0.01], [-0.11, 0.50, -0.08], [-0.11, -0.04, 0.51], [0.01, -0.19, -0.51], [0.58, 0.11, 0.26], [-0.12, -0.06, 0.12], [-0.40, -0.13, -0.47], [0.01, -0.09, 0.22], [-0.16, 0.29, -0.04], [0.08, -0.06, 0.11], [0.21, 0.07, 0.06], [-0.58, -0.22, 0.30], [0.39, -0.33, 0.07], [-0.24, 0.50, -0.26], [0.36, 0.14, 0.34], [0.07, -0.11, -0.04], [-0.31, 0.15, -0.51], [0.18, -0.13, 0.04], [-0.20, -0.13, -0.01], [0.15, 0.02, 0.04]], "mulliken_charge": [0.344, -0.551, -0.168, -0.649, 0.231, 0.591, 0.603, -0.950, -0.342, 0.041, -0.456, -0.339, 0.009, -0.456, 0.375, 0.354, 0.348, 0.281, 0.374, 0.334, 0.042, -0.541, 0.508, -0.221, -0.459, 0.284, -0.203, -0.077, 0.261, 0.342, 0.220, -0.500, 0.564, -0.295, 0.693, 0.282, -0.253, -0.348, -0.696, 0.251, 0.226, -0.711, 0.729, -0.305, -0.457, 0.413, -0.305, -0.295, 0.344, 0.173, 0.280, -0.487, 0.591, -0.220, -0.464, 0.324, -0.286, -0.311, 0.286, 0.267, 0.277, -0.521, 0.563, -0.308, 0.108, 0.346, -0.275, -0.319, 0.239, -0.043, 0.298, -0.485, 0.631, -0.324, -0.472, 0.326, -0.294, -0.222, 0.290, 0.285, 0.281], "orbital_gap_ev": 9.51, "homo_energy_ev": -10.1, "smiles": "[H]/N=C/CC1=C([C@@H](C)F)C(=O)OC1=O.O=C1OC[C@@H](F)O1.O=C1OC[C@@H](F)O1.O=C1OC[C@@H](F)O1.O=C1OC[C@@H](F)O1.O=C1OC[C@@H](F)O1.O=C1OC[C@@H](F)O1", "total_charge": 0, "molar_mass_g_mol": 821.47, "e_lumo_ha": -0.0209, "e_tot_ha": -3340.27121}